Record 1
Molecular formula: C11H44ClN22O15
Method: DFT, the ωB97M-V functional and the def2-TZVPD basis

Each line ends with the Löwdin charge.
Element x y z (Å)
1 Cl -0.1321 0.0401 0.1682  0.685
2 O 0.3689 0.9895 -0.8184  -0.385
3 O 0.5383 -1.2017 -0.1555  -0.355
4 O 0.3069 0.5706 1.4515  -0.368
5 O -1.5586 -0.1903 0.1275  -0.328
6 C 3.9866 0.9832 -1.2584  -0.666
7 O 3.5833 -0.0073 -1.8474  0.041
8 N 3.5920 1.2921 0.0198  0.161
9 N 4.7948 2.0086 -1.6556  0.143
10 H 2.8061 0.7314 0.3051  0.086
11 H 4.0968 1.9623 0.5625  0.092
12 H 4.9241 2.1942 -2.6342  0.090
13 H 4.6959 2.7299 -0.9724  0.084
14 C 0.5519 -0.8685 -4.6029  -0.695
15 O -0.6459 -0.5740 -4.6396  0.008
16 N 1.3233 -0.9465 -5.7409  0.136
17 N 1.2745 -0.8996 -3.5006  0.170
18 H 0.7767 -0.8931 -6.5829  0.095
19 H 2.3002 -1.1627 -5.7082  0.085
20 H 0.8018 -0.7244 -2.6209  0.076
21 H 2.2731 -0.9712 -3.3942  0.081
22 C 1.8941 3.9064 -2.9406  -0.666
23 O 0.9481 4.4075 -2.3386  -0.004
24 N 2.9318 4.5793 -3.4534  0.164
25 N 1.9297 2.5427 -3.1249  0.189
26 H 3.6380 4.0836 -3.9635  0.095
27 H 2.8687 5.5808 -3.3984  0.111
28 H 1.2773 1.9591 -2.6163  0.075
29 H 2.8336 2.1611 -3.3396  0.064
30 C -2.9418 3.1717 -2.4242  -0.688
31 O -3.9176 3.4717 -3.1032  -0.001
32 N -2.4762 3.9996 -1.4481  0.144
33 N -2.1992 2.0412 -2.5092  0.185
34 H -1.7042 3.7399 -0.8604  0.070
35 H -2.7395 4.9659 -1.3997  0.098
36 H -1.4748 2.0980 -1.8192  0.045
37 H -2.3158 1.2708 -3.1424  0.108
38 C 1.7811 2.0346 5.0239  -0.675
39 O 2.3417 1.6869 6.0657  0.000
40 N 0.4330 2.2095 4.9018  0.145
41 N 2.3019 1.8979 3.7888  0.157
42 H -0.1435 2.4087 5.6989  0.101
43 H 0.2010 2.6462 4.0197  0.061
44 H 1.6662 1.8993 3.0112  0.055
45 H 3.2780 1.7299 3.6347  0.101
46 C 2.6242 -4.3108 -2.1044  -0.709
47 O 3.5248 -3.9079 -1.3470  -0.020
48 N 1.3935 -3.7700 -2.0825  0.169
49 N 2.7993 -5.3467 -2.9381  0.147
50 H 1.3371 -2.8494 -1.6805  0.065
51 H 0.6237 -4.2475 -2.5146  0.096
52 H 3.7208 -5.7450 -2.9443  0.103
53 H 1.9618 -5.7805 -3.2833  0.096
54 C -5.6050 -1.1342 0.4974  -0.663
55 O -5.2859 -1.9374 -0.3766  0.018
56 N -6.8959 -0.9965 0.8929  0.144
57 N -4.6941 -0.3707 1.1734  0.179
58 H -6.9740 -0.7444 1.8647  0.091
59 H -7.3823 -1.7733 0.4653  0.110
60 H -3.7686 -0.2978 0.7823  0.074
61 H -4.9258 -0.1223 2.1167  0.086
62 C -2.4153 -4.1396 -0.6290  -0.676
63 O -3.2401 -4.9707 -1.0431  -0.022
64 N -2.8106 -3.0249 -0.0310  0.178
65 N -1.1518 -4.5243 -0.3061  0.141
66 H -2.0659 -2.3973 0.2398  0.065
67 H -3.7627 -2.7661 0.2074  0.068
68 H -0.7119 -3.9715 0.4095  0.056
69 H -1.0610 -5.5250 -0.2944  0.094
70 C 0.9167 4.7727 1.5298  -0.686
71 O 0.5827 4.6303 2.7218  -0.020
72 N 0.8197 3.8361 0.5957  0.190
73 N 1.0880 6.0300 1.0407  0.151
74 H 0.5752 2.9135 0.9326  0.075
75 H 0.9989 4.0934 -0.3655  0.056
76 H 1.2268 6.0518 0.0437  0.085
77 H 1.2271 6.7928 1.6749  0.101
78 C -2.4945 -0.9169 4.3346  -0.711
79 O -2.0982 -2.0249 3.9422  0.018
80 N -2.0125 0.2291 3.8346  0.166
81 N -3.4090 -0.7268 5.2990  0.146
82 H -2.1863 1.1696 4.1244  0.093
83 H -1.3268 -0.0414 3.1395  0.078
84 H -3.6554 -1.5267 5.8565  0.107
85 H -3.8925 0.1485 5.3583  0.089
86 C 0.6683 -4.6333 2.7308  -0.695
87 O 0.0755 -4.9927 3.7368  0.027
88 N 1.1308 -5.5745 1.8342  0.130
89 N 0.8687 -3.3855 2.2676  0.171
90 H 0.9826 -6.5108 2.1732  0.095
91 H 1.8600 -5.3846 1.1684  0.087
92 H 1.4231 -3.1812 1.4561  0.089
93 H 0.3263 -2.6695 2.7298  0.099

The total charge is -1. The relative energy (zero: lowest compared OMol25 entry of this formula, charge and spin) comes out at 2.697 eV. The HOMO-LUMO gap comes out at 8.11 eV.

Record 2
Molecular formula: C12H33N7O5
Method: DFT, the ωB97M-V functional and the def2-TZVPD basis

Each line ends with the Löwdin charge.
Element x y z (Å)
1 O -0.2362 2.1558 -0.0776  0.241
2 H -0.9554 2.0776 -0.7086  0.086
3 H 0.0938 1.2995 0.2042  0.076
4 H -0.4541 2.7113 0.6744  0.084
5 C 3.3819 -2.2315 -0.3070  -0.026
6 C 2.2292 -2.2908 -1.3357  -0.484
7 C 1.7898 -3.7640 -1.5590  -0.147
8 C 1.0215 -4.4257 -0.4219  -0.169
9 C -0.1915 -3.5213 -0.1584  -0.161
10 C 0.2072 -2.0976 0.1838  -0.431
11 N 1.0828 -1.4883 -0.8932  0.045
12 O 1.2676 -0.0077 -0.8167  -0.088
13 C 0.7906 -2.1548 1.6362  -0.017
14 C -1.1605 -1.2936 0.2964  -0.018
15 C 2.8779 -1.8826 -2.6338  -0.045
16 H 4.1391 -2.9243 -0.6741  0.094
17 H 3.2261 -2.5983 0.7075  0.072
18 H 3.8744 -1.2684 -0.1728  0.087
19 H 2.5100 -4.5007 -1.9150  0.129
20 H 1.2838 -3.8853 -2.5168  0.119
21 H 1.7221 -4.4824 0.4113  0.099
22 H 0.7509 -5.4796 -0.4859  0.122
23 H -0.8666 -3.9239 0.5967  0.127
24 H -0.7791 -3.6594 -1.0661  0.127
25 H 1.6080 -1.4528 1.8008  0.053
26 H 1.1325 -3.1239 1.9996  0.084
27 H 0.0197 -1.8470 2.3426  0.088
28 H -1.9003 -1.8250 0.8951  0.093
29 H -1.4984 -1.1035 -0.7223  0.081
30 H -0.9619 -0.3547 0.8132  0.064
31 H 3.7215 -2.5522 -2.8010  0.089
32 H 3.4544 -0.9579 -2.6599  0.094
33 H 2.2808 -2.1063 -3.5178  0.095
34 C 1.9859 1.8383 2.5847  -0.743
35 O 0.9060 2.3782 2.2757  0.004
36 N 2.5641 0.9422 1.8568  0.193
37 N 2.5955 2.1196 3.6831  0.188
38 H 3.4277 0.6481 2.2902  0.115
39 H 2.2224 0.4539 1.0413  0.071
40 H 2.1765 2.8638 4.2223  0.138
41 H 3.4248 1.5684 3.8518  0.121
42 C -3.4074 1.8214 -2.1186  -0.771
43 O -2.5106 1.4263 -1.4243  0.049
44 N -4.5891 1.2847 -2.1796  0.200
45 N -3.3515 2.8643 -2.9350  0.162
46 H -5.1249 1.7345 -2.9081  0.126
47 H -4.8144 0.5693 -1.5032  0.141
48 H -4.1356 3.4859 -3.0728  0.122
49 H -2.4601 3.3392 -2.9341  0.122
50 C -2.7847 4.0307 1.4258  -0.815
51 O -2.0211 3.1934 1.6351  0.106
52 N -3.1716 4.9393 2.2718  0.190
53 N -3.3675 4.1555 0.2572  0.185
54 H -3.5285 5.8302 1.9571  0.122
55 H -2.6155 4.8008 3.1034  0.133
56 H -3.1641 3.5902 -0.5547  0.070
57 H -3.7178 5.0812 0.0561  0.111

The total charge is +1. As for the multiplicity: 2. The relative energy (zero: lowest compared OMol25 entry of this formula, charge and spin) comes out at 0.586 eV. The HOMO-LUMO gap (alpha / beta) comes out at 10.13 / 8.78 eV. The expectation value of S² is 0.76.

Record 3
Molecular formula: C49H101F5N5O12S3
Method: DFT, the ωB97M-V functional and the def2-TZVPD basis

Each line ends with the Löwdin charge.
Element x y z (Å)
1 C -2.0100 6.8460 2.5922  -0.108
2 C -0.6298 6.4879 3.1771  -0.241
3 C 0.5284 6.6156 2.1720  -0.209
4 C 1.4105 5.3742 2.0347  -0.219
5 C 1.9074 4.7574 3.3346  -0.215
6 C 2.8452 3.5690 3.1163  -0.213
7 C 2.2350 2.4357 2.2962  -0.215
8 C 2.9694 1.1117 2.4777  -0.207
9 C 2.1785 -0.1415 2.0606  -0.196
10 C 2.2799 -0.4753 0.5620  -0.191
11 C 2.1238 -1.9785 0.2421  -0.163
12 C 0.8191 -2.5610 -0.3748  -0.184
13 C -0.3633 -1.6472 -0.6816  -0.170
14 C -1.0572 -1.1147 0.5806  -0.128
15 C -2.6073 -1.0811 0.6404  -0.406
16 S -3.0100 0.5485 1.4830  0.788
17 O -1.8977 0.7740 2.3627  -0.260
18 O -4.3242 0.4786 2.0691  -0.286
19 C -2.9340 2.0614 0.3275  -0.466
20 F -4.1390 2.4117 -0.1162  0.110
21 F -2.5124 3.0104 1.1753  0.133
22 C -1.9239 2.0092 -0.8542  -0.568
23 F -2.0896 0.9067 -1.5872  0.151
24 F -2.1349 3.0737 -1.6263  0.202
25 F -0.6768 2.0359 -0.3965  0.186
26 C -3.1298 -2.0994 1.6697  -0.263
27 N -2.6817 -1.8866 3.0107  0.074
28 C -3.4531 -1.9324 3.9789  -0.734
29 S -4.4125 -1.9796 5.1811  0.898
30 N -2.5679 -3.4310 1.2599  0.179
31 C -3.0243 -3.8862 -0.0854  -0.159
32 N -2.0006 -4.7745 -0.6625  0.057
33 C -1.5915 -5.7573 0.3542  -0.431
34 C -0.1877 -6.2480 0.2329  0.031
35 O -2.3578 -6.0835 1.2330  0.128
36 C -2.6354 -5.5274 -1.7943  -0.416
37 C -2.0120 -5.2963 -3.1329  0.032
38 O -3.5636 -6.2566 -1.5727  0.164
39 C -3.4213 -2.7633 -1.0740  -0.323
40 O -4.7338 -3.0599 -1.4402  -0.135
41 N -4.7950 -3.3983 -2.8784  0.054
42 O -5.8478 -3.7239 -3.1748  0.154
43 N -3.2965 -1.3232 -0.6452  -0.370
44 S -4.7223 -0.4075 -0.9167  0.961
45 H -2.3283 7.8504 2.8627  0.066
46 H -2.7682 6.1659 2.9708  0.062
47 H -2.0038 6.7833 1.5050  0.063
48 H -0.4544 7.1277 4.0385  0.105
49 H -0.6940 5.4643 3.5365  0.085
50 H 1.1286 7.5014 2.3777  0.108
51 H 0.0786 6.7931 1.1938  0.094
52 H 0.8392 4.6256 1.4868  0.098
53 H 2.2775 5.6009 1.4100  0.116
54 H 1.0742 4.4175 3.9501  0.103
55 H 2.4357 5.5216 3.9079  0.118
56 H 3.1653 3.1581 4.0747  0.106
57 H 3.7481 3.9434 2.6249  0.112
58 H 2.1774 2.7038 1.2415  0.110
59 H 1.2026 2.2918 2.6355  0.115
60 H 3.9226 1.1306 1.9446  0.112
61 H 3.2306 1.0057 3.5316  0.106
62 H 2.5966 -0.9767 2.6201  0.105
63 H 1.1461 0.0309 2.3648  0.097
64 H 1.6294 0.1689 -0.0291  0.098
65 H 3.2964 -0.2021 0.2793  0.108
66 H 2.9393 -2.2675 -0.4170  0.103
67 H 2.3172 -2.5042 1.1755  0.098
68 H 0.4623 -3.3575 0.2891  0.079
69 H 1.0505 -3.0659 -1.3101  0.093
70 H -0.0265 -0.7863 -1.2517  0.098
71 H -1.0135 -2.1938 -1.3505  0.086
72 H -0.7066 -1.6764 1.4481  0.117
73 H -0.6681 -0.1227 0.7670  0.083
74 H -4.2158 -2.1730 1.6093  0.168
75 H -1.5465 -3.4226 1.3522  0.165
76 H -2.9147 -4.1191 1.9339  0.177
77 H -3.9238 -4.4759 0.0932  0.167
78 H 0.2983 -5.8886 -0.6662  0.086
79 H 0.3716 -5.9779 1.1249  0.104
80 H -0.2245 -7.3370 0.1950  0.106
81 H -1.5070 -6.2209 -3.4135  0.112
82 H -1.3152 -4.4686 -3.1221  0.071
83 H -2.8141 -5.1434 -3.8505  0.091
84 H -2.8094 -2.8734 -1.9704  0.132
85 H -5.4824 -0.7804 0.1301  -0.079
86 C 7.3795 0.3122 6.5863  -0.072
87 C 6.1925 0.5264 5.6642  -0.286
88 O 5.5761 1.7930 5.8094  -0.168
89 C 6.4071 2.9130 5.5500  -0.273
90 C 6.9577 2.9577 4.1356  -0.072
91 H 7.1004 0.5165 7.6208  0.086
92 H 7.7357 -0.7155 6.5157  0.079
93 H 8.2090 0.9718 6.3272  0.051
94 H 5.4089 -0.1971 5.8921  0.116
95 H 6.4879 0.3572 4.6215  0.107
96 H 7.2235 2.9672 6.2798  0.094
97 H 5.7704 3.7800 5.7266  0.119
98 H 7.6666 2.1513 3.9412  0.069
99 H 7.4769 3.8999 3.9599  0.080
100 H 6.1405 2.8645 3.4178  0.066
101 C 1.8725 -3.1423 -5.8508  -0.063
102 C 0.6572 -2.7222 -5.0489  -0.269
103 O 0.9452 -2.3412 -3.7077  -0.185
104 C 1.8220 -1.2305 -3.5775  -0.267
105 C 1.2871 0.0513 -4.1906  -0.061
106 H 2.4381 -3.9153 -5.3280  0.084
107 H 1.5526 -3.5280 -6.8185  0.076
108 H 2.5465 -2.3057 -6.0377  0.073
109 H -0.0291 -3.5632 -4.9662  0.101
110 H 0.1167 -1.9234 -5.5675  0.107
111 H 2.8082 -1.4718 -3.9865  0.117
112 H 1.9524 -1.0962 -2.5022  0.096
113 H 1.2206 -0.0109 -5.2771  0.070
114 H 1.9481 0.8832 -3.9479  0.084
115 H 0.2890 0.2732 -3.8057  0.074
116 C -6.7587 5.2011 1.9968  -0.079
117 C -6.7524 6.3740 2.9655  -0.279
118 O -5.6102 7.2008 2.8583  -0.165
119 C -5.4277 7.8413 1.6083  -0.289
120 C -6.5503 8.7891 1.2225  -0.076
121 H -5.8305 4.6326 2.0847  0.073
122 H -7.5979 4.5409 2.2190  0.076
123 H -6.8592 5.5268 0.9601  0.066
124 H -6.7352 6.0017 3.9898  0.118
125 H -7.6700 6.9630 2.8570  0.109
126 H -5.2656 7.0971 0.8183  0.108
127 H -4.4961 8.3974 1.7089  0.107
128 H -7.4854 8.2618 1.0276  0.067
129 H -6.2833 9.3328 0.3162  0.078
130 H -6.7316 9.5079 2.0221  0.084
131 C 9.9826 3.9597 7.9726  -0.076
132 C 10.5953 2.9652 7.0001  -0.291
133 O 11.7912 3.4095 6.3917  -0.157
134 C 12.8675 3.6757 7.2744  -0.279
135 C 13.3258 2.4683 8.0745  -0.080
136 H 9.8591 4.9320 7.4939  0.084
137 H 9.0062 3.6043 8.3050  0.070
138 H 10.6011 4.0992 8.8600  0.068
139 H 9.9024 2.7975 6.1730  0.101
140 H 10.7486 1.9951 7.4879  0.108
141 H 12.6189 4.5058 7.9453  0.108
142 H 13.6769 4.0211 6.6318  0.119
143 H 12.5725 2.1413 8.7928  0.066
144 H 14.2287 2.7143 8.6334  0.077
145 H 13.5429 1.6313 7.4098  0.082
146 C -2.0995 -0.8092 -8.7086  -0.079
147 C -0.7196 -1.1623 -9.2377  -0.281
148 O -0.3274 -2.4992 -8.9794  -0.177
149 C -1.1453 -3.5036 -9.5574  -0.283
150 C -1.2048 -3.4577 -11.0739  -0.076
151 H -2.1770 -1.0596 -7.6487  0.073
152 H -2.2829 0.2583 -8.8304  0.078
153 H -2.8907 -1.3415 -9.2378  0.068
154 H 0.0328 -0.5483 -8.7415  0.115
155 H -0.6530 -0.9409 -10.3081  0.110
156 H -2.1564 -3.4672 -9.1347  0.107
157 H -0.7011 -4.4461 -9.2360  0.116
158 H -1.7187 -2.5671 -11.4375  0.068
159 H -1.7446 -4.3261 -11.4510  0.079
160 H -0.1988 -3.4612 -11.4944  0.084
161 C -9.3821 -7.0081 -5.4299  -0.079
162 C -8.3069 -7.7794 -6.1759  -0.276
163 O -7.1519 -7.0141 -6.4789  -0.156
164 C -6.4494 -6.4960 -5.3702  -0.294
165 C -5.9006 -7.5576 -4.4292  -0.071
166 H -9.6305 -6.0894 -5.9626  0.083
167 H -10.2822 -7.6163 -5.3429  0.078
168 H -9.0687 -6.7379 -4.4201  0.065
169 H -8.6889 -8.1019 -7.1436  0.120
170 H -8.0343 -8.6862 -5.6244  0.108
171 H -7.0728 -5.7823 -4.8177  0.096
172 H -5.6241 -5.9251 -5.8006  0.115
173 H -6.6957 -8.0973 -3.9139  0.071
174 H -5.2690 -7.0986 -3.6661  0.052
175 H -5.3074 -8.2857 -4.9839  0.085

The total charge is +1. The HOMO-LUMO gap comes out at 7.44 eV.

Record 4
Molecular formula: C4H33NO15S
Method: DFT, the ωB97M-V functional and the def2-TZVPD basis

Each line ends with the Löwdin charge.
Element x y z (Å)
1 C 1.7994 -0.1108 0.9561  -0.042
2 C 0.2681 0.0969 0.5339  -0.368
3 C -0.1577 -1.2565 -0.0851  -0.590
4 S -1.9245 -1.3181 -0.6986  0.359
5 N -0.0015 1.1414 -0.4243  0.070
6 C 0.9448 1.9242 -1.1018  -0.701
7 O 2.0540 1.4259 -1.4000  -0.057
8 O 0.5123 3.0233 -1.5783  -0.082
9 H 1.8860 -0.2682 2.0369  0.057
10 H 2.3283 0.8346 0.7820  0.076
11 H 2.1337 -0.9853 0.4368  0.027
12 H -0.1638 0.2069 1.5391  0.108
13 H 0.3444 -1.5161 -1.0171  0.010
14 H -0.0734 -2.0729 0.5745  -0.010
15 H -0.9267 1.5300 -0.3442  0.071
16 H -2.8199 -0.0153 2.9834  0.013
17 H -2.2540 -1.4023 3.2154  0.043
18 O -2.3085 -0.5435 3.6556  -0.091
19 H 1.0553 2.7071 -3.4199  0.025
20 H 2.2888 1.9026 -3.3751  0.023
21 O 1.4879 1.9781 -3.9088  -0.102
22 H -1.5088 1.9343 -2.1809  0.005
23 H -2.8485 1.2951 -2.4272  0.025
24 O -2.3486 2.0931 -2.6359  -0.074
25 H -3.2378 -0.3249 0.9836  -0.076
26 H -3.5882 1.0797 0.9406  0.036
27 O -3.6492 0.3560 1.5796  -0.133
28 H 0.0094 -2.5715 -2.9150  0.010
29 H -1.3390 -3.3071 -2.2919  -0.033
30 O -0.5469 -3.3514 -2.8404  -0.114
31 H 1.3677 0.0234 -4.0548  0.025
32 H 1.6330 -0.3620 -2.6551  0.005
33 O 1.8463 -0.6575 -3.5553  -0.087
34 H 0.1057 -2.0030 3.4054  0.002
35 H -0.6202 -0.7349 3.6861  -0.017
36 O 0.2754 -1.1366 3.8094  -0.105
37 H 1.8614 -2.9634 -0.4596  0.017
38 H 0.6887 -3.5977 -1.1986  0.009
39 O 1.1932 -3.6586 -0.3815  -0.084
40 H -1.8114 3.0269 1.6894  0.009
41 H -0.3509 2.5174 1.6464  0.006
42 O -1.0472 2.8170 2.2363  -0.062
43 H -1.1301 3.5204 -0.6447  0.000
44 H -2.5319 3.2645 -1.1346  0.014
45 O -2.0569 3.6325 -0.3599  -0.103
46 H 2.2777 1.8134 3.2979  0.030
47 H 0.8358 2.3516 3.3557  -0.006
48 O 1.7176 2.5701 3.1110  -0.041
49 H 0.4813 -3.9715 1.4344  0.007
50 H -1.0794 -3.8620 1.5482  0.032
51 O -0.2530 -3.8040 2.0361  -0.078
52 H 3.3087 -1.2120 -2.2113  0.029
53 H 2.7766 -0.6165 -0.8736  0.002
54 O 3.0962 -1.4426 -1.3001  -0.090

The total charge is -2. The relative energy (zero: lowest compared OMol25 entry of this formula, charge and spin) comes out at 1.702 eV. The HOMO-LUMO gap comes out at 6.67 eV.

The E results, record by record, are as follows: -88143.6330 -33640.1146 -130550.3028 -47725.5245 eV.